A molecular structure, C45H105AgF9N5O17, computed with the ωB97M-V functional and the def2-TZVPD basis.

Summary:
net charge: +2
orbital gap: 0.75 eV
energy above the lowest of the compared OMol25 structures with the same formula, charge and spin: 0.000 eV

Positions of all 182 atoms, in Å:
C 13.03966 12.85341 4.69701
H 29.37254 11.54580 -5.03020
H 17.06740 15.63314 -2.59466
H 8.13142 7.52955 -6.65642
H 17.93999 8.23906 -9.66065
H 15.82364 21.00314 -6.99449
H 26.49410 16.03862 -2.64480
N 18.53588 24.82925 -7.67477
H 18.70140 25.95810 -9.44703
H 9.93062 9.62721 -2.19493
C 29.15930 11.55005 -3.96127
H 9.05665 8.87533 -3.37855
C 18.89000 23.53479 -8.35820
C 9.86015 13.16072 6.54322
C 22.86620 13.32219 -10.79688
H 9.93685 9.27218 -6.81224
C 29.61934 13.40874 -2.11839
H 18.29840 6.19850 -8.68599
H 19.00093 5.54696 -10.09709
O 16.92689 22.76718 -7.25215
H 11.94718 13.51941 2.98088
C 17.15629 13.53965 -3.19850
O 20.96468 4.78113 -10.70525
C 23.11180 9.32453 -0.85602
O 22.22417 14.71252 -12.72077
H 16.37442 6.68342 -10.83562
H 22.39860 4.66955 -12.26756
C 28.13997 14.00604 -1.99671
H 22.31467 11.09113 1.15997
H 21.43193 6.86276 -10.67743
C 31.79556 9.40684 -2.75643
N 18.98023 6.29988 -9.42419
H 16.60531 16.07281 4.42222
H 10.07059 13.80950 7.39345
O 16.89486 27.21694 -7.85383
H 16.27632 4.47546 -12.61039
H 26.32159 15.41429 -4.35279
F 23.60421 14.29288 -10.28624
O 31.19448 10.40729 -3.48077
H 7.42089 13.48406 -2.62425
F 22.43092 10.28451 -1.43265
F 21.63922 13.33172 -10.22787
H 29.58632 10.37968 -2.22866
H 9.32740 11.79380 -5.28981
C 9.25491 9.97228 -6.32964
C 15.97603 21.92102 -6.42672
H 20.89819 3.87008 -12.50146
H 12.50099 16.78126 -10.68630
H 20.43522 5.57726 -8.19858
O 11.52271 17.82623 -12.20401
C 12.07547 13.05589 5.85435
H 19.98937 26.14752 -8.37965
H 17.08783 7.60993 -12.05040
H 13.21379 18.65579 -12.90571
C 20.51804 16.21203 -13.26787
O 10.78276 13.39582 5.45958
H 20.63215 7.36160 -8.46528
H 28.08648 11.68263 -3.82131
H 13.09209 18.99411 -11.27689
H 31.71405 9.50466 -1.67390
H 10.99655 20.46493 -11.77372
H 21.40041 16.85193 -13.27448
H 18.48627 23.60788 -9.36803
H 29.78721 13.47598 -4.34102
C 7.52388 8.33514 -6.24409
F 13.71053 15.76699 -12.63239
C 11.86678 20.32285 -12.41451
H 12.23576 15.48272 4.55869
O 8.73095 11.97813 -2.02667
C 12.87579 15.26246 3.70433
H 12.27900 15.61894 2.86476
H 19.97126 23.58885 -8.48498
H 17.52859 24.89475 -7.64054
H 20.23244 14.19994 -12.84176
C 9.98566 10.94330 -5.46710
H 18.13332 21.45340 -8.33768
H 6.84128 7.92371 -5.50052
F 23.49888 12.19827 -10.34106
H 15.46152 27.04874 -9.23947
C 20.90523 14.96617 -12.45661
H 12.60698 21.11029 -12.27252
H 25.60194 14.58642 -2.89649
H 12.51951 13.78127 6.53607
C 18.28216 27.34748 -7.68641
O 21.44526 7.53595 -0.51926
N 29.90287 12.85416 -3.55358
C 17.16064 5.02694 -12.92967
C 14.28642 15.76392 3.78138
O 8.19851 9.33414 -5.56534
O 23.96309 13.28391 -13.13507
H 9.97020 12.12108 6.85164
O 17.97335 5.75981 -11.92292
H 19.85025 10.97883 1.72616
C 22.22206 8.44566 0.14353
H 12.88145 11.85392 4.29192
H 22.32952 5.65067 -9.69108
H 29.40188 9.43770 -3.80586
O 27.74199 14.54808 -3.29505
H 22.48525 9.81205 2.35577
H 8.85519 10.48746 -7.20309
H 16.51228 12.89535 -5.19739
N 10.45719 10.40586 -4.07728
H 17.16716 27.31262 -9.91521
H 28.13063 14.76081 -1.21037
H 30.40025 14.16768 -2.07041
C 12.45913 18.90529 -12.15983
H 6.94760 8.65133 -7.11359
H 14.97718 15.30083 3.07675
C 7.71315 12.99123 -1.69699
H 11.14787 9.66916 -4.09482
O 16.21555 13.02745 -2.34033
H 20.40769 10.34572 3.37186
H 19.58664 16.64839 -12.90710
H 16.39086 21.50753 -5.50745
H 11.05540 11.08400 -3.62744
F 24.12045 9.91830 -0.26618
H 8.84289 13.33727 6.19377
H 16.42847 15.91698 6.22047
H 11.51205 20.45300 -13.43692
H 22.13463 12.63987 -12.61308
C 29.79210 10.31932 -3.29736
H 18.83051 22.06592 -6.78425
H 22.75910 7.92513 0.93647
H 19.19964 7.92542 -10.82507
H 8.09349 13.74844 -1.01138
H 31.57354 8.36738 -2.99796
C 9.34230 9.88285 -3.07621
C 20.66255 10.85474 2.44232
C 11.71775 16.62889 -11.42887
H 7.86981 11.38922 -3.81545
N 12.77707 13.74782 3.50930
Ag 17.06728 7.90100 -1.60045
H 18.36471 14.67623 -1.93298
H 15.81633 17.33132 5.32993
C 21.32859 4.78532 -12.09503
F 23.68009 8.74945 -1.83309
O 21.23168 9.22845 0.83305
C 16.42110 27.55961 -9.15991
H 20.42312 15.88802 -14.30427
H 17.94792 12.79644 -3.29372
H 6.85501 12.59710 -1.15260
H 20.99528 11.80329 2.86377
H 16.70561 5.73233 -13.62499
H 14.99750 22.39395 -6.34369
H 17.83455 4.25464 -13.30048
C 18.20404 22.29345 -7.64672
C 17.77123 14.83575 -2.83322
C 12.41779 15.47496 -12.33463
C 22.81279 13.44288 -12.32432
O 10.51950 16.40633 -10.69846
H 18.50661 28.34022 -8.07651
H 16.16130 28.61174 -9.27659
O 14.82397 15.52524 5.05762
C 18.37483 7.45936 -10.28602
H 27.45853 13.20548 -1.70891
H 7.44904 10.37347 -2.35910
C 16.76981 13.81348 -4.66935
H 32.87047 9.49814 -2.91245
F 11.78995 15.22030 -13.51742
C 21.81103 10.23665 1.61197
F 12.44560 14.26179 -11.72123
H 12.06235 12.08597 6.35152
H 14.26015 16.81270 3.48560
H 20.58084 15.16359 -11.43491
C 17.35090 6.89392 -11.27182
H 15.93233 14.49474 -4.81977
C 21.35422 5.96747 -10.06056
C 20.43943 6.39144 -8.92327
H 29.86963 12.52815 -1.52675
H 10.86001 11.35949 -5.96749
H 18.87479 24.75139 -6.72651
C 18.90036 26.10125 -8.38494
C 26.43271 15.16740 -3.29696
H 18.50332 15.26307 -3.51845
C 8.22604 10.91019 -2.90344
H 18.58689 27.28525 -6.64172
H 30.89723 12.67722 -3.56108
H 14.09394 12.99352 4.93569
H 13.50176 13.47824 2.85949
H 20.91940 5.64834 -12.62023
H 17.51784 14.25632 -5.32694
C 15.97086 16.25306 5.29003

10 unconnected molecules or ions with the total composition C45H105IN4O14PS9, computed with the ωB97M-V functional and the def2-TZVPD basis.

Summary:
net charge: -1
orbital gap: 5.29 eV

Positions of all 179 atoms, in Å:
H 2.89898 2.84240 -1.58529
H 8.70340 1.67446 -5.69602
H 3.69209 0.84552 -1.50139
N 3.62090 -0.76695 -3.87474
O 8.76692 1.85871 -2.14696
C -6.29840 -4.04177 0.62504
S 10.39105 -1.36536 -6.05537
C 0.56335 -4.03502 -2.05867
H -2.94960 -0.49741 1.73990
H 5.97504 5.37721 4.36826
H -6.83395 0.54743 -2.90987
H -11.47666 -5.85426 -3.31718
H 7.14794 -0.11027 -4.64361
O 0.44539 0.20062 -0.31575
H -5.73961 1.08891 0.75733
H -2.95225 -1.07980 5.34010
H -7.35611 -6.47406 -0.38835
C 3.44675 -1.23416 -1.42545
H -4.74325 1.20935 -0.70630
H -3.65722 3.58575 3.89795
H -6.42329 1.84100 -0.70569
C -3.07241 0.96496 5.96695
H 1.27999 -2.81753 0.27441
H -1.14728 -3.00368 -2.68519
H 6.69768 3.91574 3.64665
H -9.87258 -1.35131 -7.46922
H 0.73493 2.39401 0.28762
H -3.19932 3.10446 6.26815
O 4.82715 9.34544 3.15291
C -3.35852 0.19544 3.67406
H -1.00728 -1.14596 0.12949
C 2.85639 0.18092 -1.29124
C 2.26278 8.80318 2.82581
H 7.84511 0.56003 3.00640
H 8.10466 7.53906 3.73420
H 1.95365 9.38533 3.69161
C 4.17483 -1.39667 -2.73770
H 1.20489 1.43478 4.84722
H -9.68363 -2.65164 -2.10410
H 3.95846 2.98613 1.07200
H 11.77858 -3.09233 -6.95381
H 3.77868 0.70281 2.24467
C 6.85922 4.96551 3.88063
C 6.98435 1.39539 0.84588
O -4.14531 -5.55941 0.83469
O 9.81140 -0.14049 -6.66615
H 0.53864 4.39606 -0.61882
C -10.30317 -3.54449 -2.13566
H -10.17966 -7.05739 -3.10739
O 2.11839 -1.14430 0.88145
C 0.93607 -1.87275 0.71503
H 3.16631 8.37040 0.16381
H -5.80910 -3.73025 7.17810
C 1.86134 2.81591 -1.27416
H -7.58529 -3.52952 7.04276
H -4.43642 -1.17822 2.41476
H -6.54607 -4.30870 1.65413
H -0.64222 -1.03957 -2.15133
C 0.24776 -2.26847 2.01795
H -5.14247 -0.04098 -2.82431
C 1.65009 2.18249 2.89047
C 7.17197 0.38356 -3.67157
H 1.21659 -3.66697 -2.84599
H -2.87579 0.73960 7.00533
H -6.76624 -4.87468 6.20715
C -10.81137 -1.89671 -7.53355
H -10.56263 -3.85446 -1.12221
C -6.67612 -3.83868 6.52643
H 12.40203 -1.75542 -4.82917
H -3.10414 -2.60925 3.68124
H 6.94404 1.50211 -0.23142
H 6.30065 -0.27092 3.08630
H -5.98434 -7.59067 -0.17246
C -6.44959 -6.67008 0.17693
H 4.44171 -0.00815 0.81877
H 1.04054 4.53826 -2.30987
H -0.63675 -3.91428 0.92095
C -10.59713 -6.12500 -2.73237
H 0.13232 -4.97647 -2.39169
H -7.20161 -3.92902 0.02643
C -6.40886 -1.25389 5.91925
H 6.44023 1.19127 -3.63088
H -1.16971 -3.30437 -0.97672
C 1.23152 0.89228 2.16853
H -11.64613 -1.21904 -7.35461
H -2.87554 -3.80457 1.95321
H -6.30686 -0.46428 5.17745
O -7.71809 -2.88216 4.29067
H 7.94246 2.90012 -4.62553
H 2.74744 -1.21572 -4.13428
S 7.14833 5.83494 2.33527
P 2.06282 0.56075 0.43004
N -2.58405 -2.04854 3.02106
H -7.33639 -1.12009 6.47746
H 1.26041 2.28581 -2.01711
H -12.48186 -4.19731 -7.61477
H -13.16830 -2.98259 -6.49024
C -3.40143 -0.90342 2.64025
C -3.26486 2.29312 5.56174
O 5.86882 5.81504 1.57560
C 8.78459 2.22014 -4.75907
H -0.24915 -1.39208 2.43381
H 11.91316 -1.57128 -7.89267
C -2.25424 -2.91503 1.87930
C -6.18402 -0.27105 -2.59929
H 1.50045 0.07345 2.82288
H 2.39484 2.78153 4.86241
H -6.66306 -6.74592 1.24452
H 7.36657 8.18426 2.24888
C 1.37631 4.29063 -1.30382
H -5.72777 -3.11453 0.60513
C -12.44545 -3.79055 -6.60433
O -5.34509 -1.54169 -0.44051
C 11.23293 -2.24819 -7.37534
H 2.48164 7.77837 3.12588
H -0.67102 -4.11198 2.63702
H 6.32328 7.68212 3.59002
H -5.55022 -1.22755 6.58973
H 2.47707 2.69217 2.41819
O -10.85013 -2.47553 -4.95996
H 4.26713 -0.91244 -4.64244
H -11.19277 -3.34440 -2.72550
C -3.52289 2.56245 4.21788
H 2.18406 4.94738 -1.00064
H 4.11490 7.35121 1.29768
N 0.00076 -1.63381 -1.64751
H 1.18871 -4.22157 -1.19083
H 4.92296 8.60695 0.33362
H 4.19629 -1.44961 -0.67556
S -5.28707 -5.32951 -0.09766
O -3.81817 1.76216 1.96188
N 1.71927 2.29439 0.07211
S 3.74575 9.56000 2.15254
C 7.24590 -0.22479 2.53873
S 8.81368 1.05244 -3.39618
C -0.80650 -3.37287 1.84915
C 4.51506 2.09537 0.80097
S -6.36877 -0.54126 -0.83122
S -10.79104 -3.17221 -6.26973
H 0.15329 0.89171 2.04136
C -3.57199 1.51320 3.29891
H 0.96898 -2.57640 2.76819
H 4.74843 2.13840 -0.25999
H 10.47653 -2.61099 -8.06778
C 7.24924 7.47005 3.06039
H 6.96124 -0.34330 -2.88815
H -2.54595 -2.45421 0.93936
S -9.34726 -4.84423 -2.91602
C 4.00684 8.34370 0.85784
H 7.73543 5.07062 4.52122
H 7.73332 -1.19043 2.63282
C 11.87685 -0.86770 -5.18160
O -8.24787 -5.17144 -1.96622
C -5.75461 1.06559 -0.32652
H -6.47779 -1.18644 -3.10908
S -6.44627 -2.82861 5.05711
H 1.47565 8.81910 2.07226
C 3.79635 0.79934 1.15668
H 2.84375 1.15239 4.33728
H -10.85817 -6.23451 -1.67953
O 7.02311 0.01837 1.17809
H 5.78277 2.00178 2.57315
O 5.20539 -2.02132 -2.84655
I 0.01698 3.60576 2.99174
C -0.51617 -3.00122 -1.79543
H -12.65882 -4.57972 -5.88630
H 2.12052 0.24585 -2.07795
C 0.02329 -1.10233 -0.26347
C -3.11663 -0.06364 5.02492
H 11.56940 -0.26179 -4.33155
H -4.32808 2.57512 1.93688
H -10.89817 -2.36191 -8.51538
H 7.94555 1.84350 1.13642
H 12.51304 -0.28301 -5.84683
C 5.88399 2.20517 1.50647
H 2.65026 -1.97333 -1.45657
H 9.71830 2.77947 -4.74048
H 6.15753 3.25773 1.42064
C 2.04760 1.89575 4.33734

The highest net charge belongs to which entry? C45H105AgF9N5O17

Which value of net charge does entry 2 give? -1

Number 1 is which compound? C45H105AgF9N5O17